(1)
{
  "formula": "F6Si2",
  "method": "ωB97M-V/def2-TZVPD",
  "elements": ["F", "F", "F", "F", "F", "F", "Si", "Si"],
  "coordinates": [[2.05990, -0.37169, 0.07667], [1.20809, 2.01064, -0.08608], [0.99269, 0.60350, 2.11464], [-0.81431, -0.68083, -2.10024], [-0.96057, -1.88778, 0.23871], [-2.36923, 0.23700, -0.23392], [0.85251, 0.57124, 0.51405], [-0.96907, -0.48207, -0.52383]],
  "nbo_charge": [-0.6515, -0.6428, -0.6359, -0.6330, -0.6433, -0.6424, 1.9034, 1.9456],
  "orbital_gap_ev": 12.86,
  "mol_weight_da": 170.2,
  "e_homo_ha": -0.46697,
  "lumo_ha": 0.0055
}


(2)
{
  "formula": "F8K2N4O16S8",
  "method": "ωB97M-V/def2-TZVPD",
  "elements": ["K", "K", "N", "S", "O", "O", "F", "S", "O", "O", "F", "N", "S", "O", "O", "F", "S", "O", "O", "F", "N", "S", "O", "O", "F", "S", "O", "O", "F", "N", "S", "O", "O", "F", "S", "O", "O", "F"],
  "coordinates": [[-5.68132, -23.79763, -17.04242], [-3.14535, -22.22085, -15.16452], [-0.42220, -20.91946, -11.30006], [-0.39115, -19.93279, -12.62334], [-0.39053, -18.46949, -12.44452], [-1.05734, -20.36274, -13.88159], [1.22656, -20.21559, -12.88530], [-1.82617, -21.16122, -11.04455], [-2.74947, -21.58020, -12.12599], [-2.30387, -20.28417, -10.00224], [-1.55995, -22.61718, -10.43187], [-4.93497, -20.98149, -17.13630], [-5.32215, -19.42978, -16.57332], [-6.57722, -19.32230, -15.89478], [-4.97381, -18.30573, -17.38897], [-4.11914, -19.39790, -15.41499], [-4.26869, -20.63842, -18.43257], [-2.85453, -20.26902, -18.47024], [-5.16118, -20.29303, -19.52986], [-4.03153, -22.19436, -18.75637], [0.79826, -22.33637, -17.99927], [1.06202, -22.70684, -16.34848], [1.45374, -24.07870, -15.95705], [0.33794, -21.94005, -15.42249], [2.44842, -21.96399, -16.36855], [-0.31522, -23.36637, -18.07882], [-1.58579, -22.96000, -17.52364], [0.10674, -24.75129, -18.22835], [-0.59229, -23.02861, -19.62263], [-3.82092, -24.94361, -15.51031], [-2.88227, -26.27404, -16.05694], [-3.58944, -27.61333, -16.24371], [-1.46682, -26.27728, -15.66652], [-2.79791, -25.69538, -17.58036], [-4.31871, -25.61615, -14.24725], [-3.36201, -25.62186, -13.09117], [-5.41985, -26.58558, -14.37850], [-5.11415, -24.27214, -13.90324]],
  "nbo_charge": [0.9758, 0.9452, -1.1340, 2.3689, -0.9005, -0.8831, -0.5111, 2.4837, -0.9589, -0.9337, -0.5179, -1.2324, 2.4179, -0.8934, -0.8717, -0.5078, 2.4447, -0.8574, -0.9219, -0.5521, -1.0324, 2.3493, -0.8840, -0.9049, -0.5115, 2.4060, -0.9698, -0.8997, -0.5390, -1.1938, 2.2958, -0.8593, -0.8093, -0.4969, 2.3809, -0.8512, -0.8940, -0.5462],
  "orbital_gap_ev": 7.39,
  "mol_weight_da": 798.7,
  "total_charge": -2,
  "e_homo_ha": -0.17672,
  "lumo_ha": 0.0947
}


(3)
{
  "formula": "F8KN4O16S8",
  "method": "ωB97M-V/def2-TZVPD",
  "elements": ["K", "N", "S", "O", "O", "F", "S", "O", "O", "F", "N", "S", "O", "O", "F", "S", "O", "O", "F", "N", "S", "O", "O", "F", "S", "O", "O", "F", "N", "S", "O", "O", "F", "S", "O", "O", "F"],
  "coordinates": [[0.55989, 4.71663, -0.53564], [-0.47643, -2.27520, 2.48254], [-1.06550, -2.95863, 3.71859], [-1.43854, -4.36397, 3.70581], [-1.89793, -2.13891, 4.55602], [0.29540, -2.98517, 4.59128], [-1.89979, -2.47937, 1.56498], [-3.14265, -1.88821, 2.03075], [-2.04513, -3.71991, 0.86218], [-1.45258, -1.42775, 0.47931], [-3.35773, 3.62622, 3.17415], [-1.80338, 3.51223, 2.60342], [-1.29387, 4.47605, 1.61819], [-1.35831, 2.16892, 2.39905], [-1.08999, 3.97059, 3.92404], [-3.91183, 4.60908, 2.09111], [-3.91538, 4.18535, 0.71952], [-3.79176, 6.03535, 2.37201], [-5.50255, 4.39458, 2.43638], [3.33677, -3.49563, -3.45625], [4.07617, -4.65831, -2.43824], [3.28122, -5.06604, -1.32257], [5.50655, -4.51732, -2.41176], [3.88903, -5.88432, -3.45574], [3.08915, -2.37429, -2.44347], [3.91576, -1.20306, -2.35512], [2.24148, -2.65838, -1.29910], [1.87957, -1.70915, -3.36145], [0.28150, 2.33710, -1.99513], [1.17380, 2.14155, -3.47188], [0.31683, 2.05255, -4.63443], [2.52030, 1.65978, -3.54660], [1.52919, 3.72591, -3.52571], [0.47452, 0.84710, -1.61891], [1.75447, 0.54018, -1.03762], [-0.22563, -0.30198, -2.11709], [-0.45263, 1.10642, -0.30261]],
  "nbo_charge": [0.9867, -1.0366, 2.4163, -0.9500, -0.9574, -0.5396, 2.3825, -0.9167, -0.9164, -0.4807, -1.0710, 2.4211, -1.0021, -0.8578, -0.5025, 2.4309, -0.9228, -0.9532, -0.5377, -1.0944, 2.4051, -0.8741, -0.9376, -0.5268, 2.3949, -0.9171, -0.8863, -0.5636, -1.1011, 2.3316, -0.9040, -0.8396, -0.5726, 2.3718, -0.8943, -0.8453, -0.5394],
  "orbital_gap_ev": 6.09,
  "mol_weight_da": 759.6,
  "total_charge": -3,
  "e_homo_ha": -0.07904,
  "lumo_ha": 0.1447
}


(4)
{
  "formula": "FFeH8O4",
  "method": "ωB97M-V/def2-TZVPD",
  "elements": ["Fe", "F", "O", "H", "H", "O", "H", "H", "O", "H", "H", "O", "H", "H"],
  "coordinates": [[2.73897, 0.37127, -1.36862], [1.02656, 0.43936, -0.63415], [-0.93570, 2.35042, -0.09171], [-0.50059, 2.76201, 0.66081], [-0.34847, 1.64140, -0.36999], [0.87010, -2.54824, -0.20259], [0.64525, -1.66514, 0.10128], [0.01508, -2.94248, -0.41097], [-1.63883, -0.65348, -1.53324], [-0.86294, -0.41544, -1.00991], [-2.20323, 0.12681, -1.51806], [0.62653, -0.05444, 2.33943], [-0.16983, 0.40746, 2.62082], [0.73708, 0.18049, 1.41691]],
  "nbo_charge": [1.7618, -0.7631, -0.9338, 0.4721, 0.4563, -0.9460, 0.4568, 0.4975, -0.9335, 0.4465, 0.4862, -0.9313, 0.4849, 0.4457],
  "orbital_gap_ev": [5.50, 5.19],
  "mol_weight_da": 146.9,
  "total_charge": 1,
  "multiplicity": 5,
  "e_homo_ha": [-0.53197, -0.53189],
  "lumo_ha": [-0.3298, -0.3410]
}


(5)
{
  "formula": "FH2NO3S",
  "method": "ωB97M-V/def2-TZVPD",
  "elements": ["N", "O", "O", "O", "F", "S", "H", "H"],
  "coordinates": [[0.26301, -0.16991, -0.59674], [-2.11378, -2.60231, 0.51472], [-1.72945, -1.45247, -1.61391], [-0.13777, -1.29038, 0.16858], [-0.38264, -3.42721, -1.02450], [-1.25189, -2.12468, -0.49217], [0.82516, -0.57743, -1.35683], [-0.68694, 0.00569, -1.09890]],
  "nbo_charge": [-0.4545, -0.8624, -0.9113, -0.5725, -0.4864, 2.5814, 0.3408, 0.3648],
  "orbital_gap_ev": 12.35,
  "mol_weight_da": 115.1,
  "e_homo_ha": -0.43564,
  "lumo_ha": 0.0183
}


(6)
{
  "formula": "FH2O3PS",
  "method": "ωB97M-V/def2-TZVPD",
  "elements": ["O", "O", "O", "F", "P", "S", "H", "H"],
  "coordinates": [[0.86478, -0.69466, 0.15399], [-0.37490, 1.19994, -0.54257], [1.31195, 1.74336, 0.98548], [1.93086, 1.51720, 2.20337], [0.00059, 0.40152, 0.73097], [-1.37936, 0.09631, 2.14045], [1.72589, -0.21709, 0.10307], [-0.82256, 2.12007, -0.59247]],
  "nbo_charge": [-0.9633, -1.0291, -0.4051, -0.1580, 1.9589, -0.4933, 0.5318, 0.5581],
  "orbital_gap_ev": 9.98,
  "mol_weight_da": 132.1,
  "e_homo_ha": -0.36154,
  "lumo_ha": 0.0053
}


(7)
{
  "formula": "FH2OP",
  "method": "ωB97M-V/def2-TZVPD",
  "elements": ["O", "F", "P", "H", "H"],
  "coordinates": [[0.77035, -0.61234, -0.22118], [1.96375, 0.00560, -0.33076], [-0.47752, 0.60544, -0.21733], [-0.93825, 0.42067, 1.33278], [-1.31832, -0.41937, -0.56351]],
  "nbo_charge": [-0.3845, -0.1403, 0.6269, -0.0485, -0.0536],
  "orbital_gap_ev": 11.05,
  "mol_weight_da": 68.0,
  "e_homo_ha": -0.38488,
  "lumo_ha": 0.0213
}


(8)
{
  "formula": "FH2OP",
  "method": "ωB97M-V/def2-TZVPD",
  "elements": ["O", "F", "P", "H", "H"],
  "coordinates": [[-0.06744, 2.07943, -1.80763], [1.10214, 2.45321, -1.20468], [0.29925, -0.46756, -0.71397], [-1.06879, 0.18336, -0.60454], [0.82011, -0.10749, 0.64416]],
  "nbo_charge": [-0.0100, -0.1320, 0.1890, -0.0127, -0.0342],
  "orbital_gap_ev": [9.19, 7.03],
  "mol_weight_da": 68.0,
  "e_homo_ha": [-0.39673, -0.34282],
  "lumo_ha": [-0.0589, -0.0846]
}


(9)
{
  "formula": "FH3N2O2S",
  "method": "ωB97M-V/def2-TZVPD",
  "elements": ["N", "N", "O", "O", "F", "S", "H", "H", "H"],
  "coordinates": [[0.11957, 0.74598, 0.71335], [1.55308, -1.08075, -0.43741], [2.47341, 1.12627, 0.73872], [1.20631, 1.33965, -1.46116], [2.18049, -1.65138, 0.68525], [1.50577, 0.63002, -0.20440], [0.42308, 0.43979, 1.57438], [-0.65036, 0.11897, 0.33180], [2.78859, -1.15498, -1.44580]],
  "nbo_charge": [-1.0204, -0.3828, -0.9031, -0.8752, -0.2379, 2.2816, 0.3844, 0.3962, 0.3571],
  "orbital_gap_ev": 10.11,
  "mol_weight_da": 114.1,
  "e_homo_ha": -0.41811,
  "lumo_ha": -0.0467
}


(10)
{
  "formula": "FH3NOP",
  "method": "ωB97M-V/def2-TZVPD",
  "elements": ["N", "O", "F", "P", "H", "H", "H"],
  "coordinates": [[-1.60921, 0.22917, 0.60220], [1.26378, -1.28470, -0.01235], [1.29139, 1.06359, -0.49521], [0.86275, 0.08049, 0.75428], [-1.31652, 1.22556, 0.41705], [-1.61024, -0.16455, -0.31004], [1.11806, -1.14956, -0.95593]],
  "nbo_charge": [-1.0105, -0.9882, -0.6028, 1.4595, 0.3196, 0.3161, 0.5064],
  "orbital_gap_ev": [9.12, 9.12],
  "mol_weight_da": 83.0,
  "e_homo_ha": [-0.33744, -0.33741],
  "lumo_ha": [-0.0023, -0.0023]
}


(11)
{
  "formula": "FH3O3Si",
  "method": "ωB97M-V/def2-TZVPD",
  "elements": ["O", "O", "O", "F", "Si", "H", "H", "H"],
  "coordinates": [[0.74314, -1.56588, 0.09347], [0.82461, 0.90294, 1.10568], [-2.23033, 0.34618, -0.55610], [1.64430, 0.54779, -1.32577], [0.68210, 0.01469, -0.18529], [0.45625, -2.18419, -0.47183], [0.30137, 0.66319, 1.92312], [-2.42144, 1.27527, -0.58328]],
  "nbo_charge": [-1.0836, -1.1193, -1.0383, -0.6337, 2.3941, 0.5135, 0.5453, 0.4220],
  "orbital_gap_ev": [8.32, 7.50],
  "mol_weight_da": 98.1,
  "e_homo_ha": [-0.34522, -0.31765],
  "lumo_ha": [-0.0394, -0.0419]
}


(12)
{
  "formula": "FH3OSi",
  "method": "ωB97M-V/def2-TZVPD",
  "elements": ["O", "F", "Si", "H", "H", "H"],
  "coordinates": [[1.75052, 0.55957, -0.17298], [-1.59112, 0.72066, -0.20567], [-0.58158, -0.52917, -0.10974], [1.56324, 1.25464, 0.52463], [-0.94797, -1.30270, -1.30708], [-0.19308, -0.70299, 1.27085]],
  "nbo_charge": [-1.0543, -0.6536, 1.6000, 0.4342, -0.1661, -0.1601],
  "orbital_gap_ev": 8.83,
  "mol_weight_da": 66.1,
  "e_homo_ha": -0.34674,
  "lumo_ha": -0.0221
}